# C5H8O2

C5H8O2 as an isolated structure (ωB97M-V/def2-TZVPD, the OMol25 dataset).

Atoms and positions in Å:
1 O -0.39 1.32 0.82
2 O -1.30 -1.15 -1.27
3 C -0.76 1.27 -0.55
4 C 0.97 -0.65 1.49
5 C -0.30 -0.13 0.86
6 C -0.52 -0.19 -0.65
7 C 0.39 0.77 -1.38
8 H 0.21 0.79 -2.45
9 H 1.41 0.98 -1.06
10 H 0.89 -1.73 1.66
11 H -0.82 -1.99 -1.23
12 H -1.19 -0.53 1.36
13 H 1.12 -0.17 2.46
14 H 1.85 -0.46 0.87
15 H -1.57 1.91 -0.90

## Properties
* HOMO: -9.352 eV
* HOMO-LUMO gap: 10.13 eV
* energy relative to the best compared isomer or geometry (same formula, charge and spin): 58.0 kcal per mole

# C39H60N5O12

A 8-piece molecular cluster, C39H60N5O12 overall at a distorted geometry (ωB97M-V/def2-TZVPD, the OMol25 dataset).

Atoms and positions in Å:
1 O -3.08 -2.23 -2.66
2 O 1.50 0.22 -6.72
3 O 3.08 -2.50 -2.51
4 O -3.75 -1.03 4.73
5 O -3.48 -3.67 1.04
6 O 2.47 -2.11 0.46
7 O 7.60 0.08 0.80
8 O 0.47 -1.28 -1.72
9 O -2.11 -1.54 0.33
10 O -1.98 -0.89 -7.77
11 O 6.66 0.90 -4.72
12 O -8.95 -3.93 1.32
13 N 0.74 -1.12 -5.07
14 N 1.02 2.32 3.73
15 N -3.54 -0.06 2.81
16 N -2.29 -1.69 3.26
17 N 0.34 0.98 -4.95
18 C -0.26 -0.27 -1.13
19 C -2.47 -0.14 -5.56
20 C 1.75 3.57 4.14
21 C -0.67 3.55 2.02
22 C -6.88 -2.55 1.23
23 C 4.49 0.49 -3.91
24 C 4.82 -2.36 0.53
25 C 5.24 -2.13 -3.35
26 C 1.48 -0.01 2.91
27 C 0.93 0.05 -5.62
28 C 1.13 1.27 4.88
29 C -2.14 3.64 1.59
30 C 3.95 -1.65 -3.06
31 C 6.12 -1.83 0.60
32 C -0.38 2.50 3.21
33 C -2.89 -1.82 -3.96
34 C 6.34 -0.42 0.58
35 C -5.53 -2.59 1.05
36 C 6.09 -1.28 -4.12
37 C -2.75 -0.52 -4.25
38 C -2.37 4.71 0.57
39 C -4.82 -3.75 1.06
40 C 3.57 -0.28 -3.28
41 C -6.87 -4.95 1.00
42 C 5.78 0.03 -4.23
43 C -7.62 -3.76 1.18
44 C -2.24 -1.14 -6.46
45 C 0.67 -0.02 4.24
46 C -2.47 -2.50 -6.17
47 C 1.78 1.48 2.67
48 C 3.96 -0.21 0.53
49 C 5.25 0.39 0.42
50 C -2.75 -2.83 -4.84
51 C -5.48 -4.92 0.92
52 C -3.22 -0.88 3.67
53 C 0.86 4.29 5.25
54 C 1.59 5.65 5.72
55 C 3.73 -1.55 0.47
56 C -1.33 -0.39 0.09
57 H -2.39 -3.29 -6.91
58 H -2.21 -2.60 3.68
59 H 2.55 -0.04 -3.01
60 H 0.58 1.49 5.80
61 H -0.82 1.52 3.02
62 H -1.71 4.83 -0.29
63 H -4.25 0.65 2.97
64 H -2.98 -3.83 -4.51
65 H 2.85 1.69 2.76
66 H -0.92 0.03 1.01
67 H 0.30 0.64 -0.90
68 H -2.35 2.66 1.17
69 H -2.56 5.72 0.95
70 H -9.47 -3.19 1.63
71 H -7.35 -5.92 0.96
72 H -2.87 0.29 -3.55
73 H -5.04 -5.88 0.70
74 H 1.85 -1.63 -0.10
75 H 1.01 6.10 6.52
76 H -2.73 3.85 2.48
77 H 7.05 -1.69 -4.38
78 H 7.50 0.83 -4.27
79 H -3.30 -0.26 1.85
80 H 1.35 1.75 1.71
81 H -3.27 -2.77 0.80
82 H 0.42 1.90 -5.35
83 H -4.92 -1.70 1.10
84 H -0.11 3.28 1.13
85 H -1.93 -1.54 2.33
86 H 1.95 4.15 3.24
87 H 0.27 -1.27 -4.19
88 H 7.00 -2.45 0.57
89 H 4.23 1.54 -3.94
90 H 1.76 6.29 4.85
91 H 1.04 -0.85 4.85
92 H -0.78 0.12 -2.00
93 H 2.46 -0.48 2.95
94 H 7.75 0.98 0.53
95 H 1.20 -1.90 -5.54
96 H -2.32 -0.02 -8.00
97 H 0.00 0.73 -4.03
98 H -0.42 -0.05 4.20
99 H 3.07 0.41 0.54
100 H 5.48 -3.18 -3.32
101 H -1.95 0.49 -0.08
102 H 0.94 -0.47 2.07
103 H -0.90 2.83 4.11
104 H 2.77 3.34 4.45
105 H 2.18 1.27 5.15
106 H -0.15 4.53 4.94
107 H -7.33 -1.59 1.43
108 H -3.34 -1.57 -2.01
109 H -0.36 4.54 2.37
110 H 2.22 -2.08 -2.44
111 H -2.38 0.89 -5.90
112 H 2.56 5.36 6.13
113 H 5.38 1.46 0.46
114 H 4.77 -3.40 0.25
115 H -3.29 4.54 0.01
116 H 0.77 3.63 6.11

## Properties
* HOMO: -3.903 eV
* HOMO-LUMO gap: 5.10 eV
* total charge: -1

# C2H3I2NO

C2H3I2NO as an isolated structure at a distorted geometry (ωB97M-V/def2-TZVPD, the OMol25 dataset).

Atoms and positions in Å:
1 I 0.18 -2.09 1.59
2 I 0.33 1.47 1.82
3 O 0.85 0.31 -1.68
4 N -1.14 0.25 -0.73
5 C 0.76 -0.27 0.60
6 C 0.19 0.09 -0.72
7 H -1.68 0.06 0.24
8 H -1.50 0.54 -1.63
9 H 2.01 -0.35 0.51

## Properties
* HOMO: -9.661 eV
* HOMO-LUMO gap: 9.24 eV
* energy relative to the best compared isomer or geometry (same formula, charge and spin): 12.6 kcal per mole